Record 1
# C28H31MgN10

C28H31MgN10 as an isolated structure (ωB97M-V with the def2-TZVPD basis set, the Open Molecules 2025 dataset).

## Properties
Molar mass, g/mol: 531.931
Total charge: +1
Multiplicity: 1
LUMO energy (spin up / spin down), eV: -3.513 / -3.515
Orbital gap (spin up / spin down), Eh: 0.21980 / 0.21970
Energy above the lowest of the compared OMol25 structures with the same formula, charge and spin, kJ/mol: 0.0
Total energy, eV: -49883.9359
Strongest force on any atom, eV/A: 0.36
HOMO (spin up / spin down), Ha: -0.34892 / -0.34888

XYZ file:
```
70
C28H31MgN10 | the Open Molecules 2025 dataset | ωB97M-V with the def2-TZVPD basis set
Mg -0.694 -0.295 0.133
C 0.217 4.608 -2.328
C 0.850 3.393 -2.550
C 0.850 2.416 -1.566
C 0.222 2.641 -0.341
C -0.417 3.861 -0.124
C -0.414 4.836 -1.111
N 0.144 1.575 0.576
C 0.454 1.716 1.855
C 1.182 2.821 2.420
C 1.513 2.829 3.736
C 1.147 1.777 4.633
C 0.437 0.725 4.163
C 0.073 0.675 2.788
N -0.690 -0.297 2.247
N -1.184 -1.247 2.938
C -1.972 -2.101 2.129
C -2.772 -3.035 2.779
C -3.586 -3.849 2.020
C -3.579 -3.723 0.634
C -2.740 -2.784 0.072
N -1.943 -1.987 0.793
H 0.217 5.373 -3.093
H 1.355 3.208 -3.490
H 1.356 1.469 -1.722
H -0.928 4.034 0.815
H -0.914 5.778 -0.931
H 1.493 3.628 1.772
H 2.085 3.663 4.124
H 1.440 1.833 5.672
H 0.128 -0.089 4.805
H -2.745 -3.086 3.857
H -4.228 -4.577 2.500
H -4.202 -4.341 0.004
H -2.687 -2.662 -1.004
N -3.743 2.111 -3.888
C -3.576 1.790 -2.585
C -2.523 0.950 -2.164
N -2.360 0.651 -0.890
C -3.229 1.162 -0.003
C -4.260 1.971 -0.431
N -4.442 2.288 -1.708
H -3.095 1.820 -4.595
H -4.489 2.738 -4.133
H -1.813 0.554 -2.880
H -3.084 0.927 1.044
H -4.964 2.381 0.283
C 4.372 -2.370 0.985
C 3.090 -2.392 1.788
N 2.053 -1.720 1.020
C 1.930 -1.785 -0.334
N 0.835 -1.299 -0.876
C 0.691 -1.394 -2.328
C 2.026 -1.301 -3.039
C 2.933 -2.378 -2.487
N 2.969 -2.305 -1.029
C 4.095 -2.972 -0.376
H 5.150 -2.939 1.492
H 4.720 -1.341 0.872
H 3.201 -1.861 2.733
H 2.803 -3.424 2.014
H 1.223 -1.465 1.528
H 0.040 -0.583 -2.665
H 0.192 -2.332 -2.602
H 2.473 -0.320 -2.861
H 1.906 -1.427 -4.115
H 3.955 -2.248 -2.845
H 2.597 -3.371 -2.807
H 4.959 -2.854 -1.031
H 3.895 -4.046 -0.291
```

Löwdin population analysis, charges in e, atoms 1 to 2: 0.61 -0.09


Record 2
# C32H84F3N2O14

A 13-piece molecular cluster, C32H84F3N2O14 overall (ωB97M-V with the def2-TZVPD basis set, the Open Molecules 2025 dataset).

## Properties
Molar mass, g/mol: 778.018
Multiplicity: 2
LUMO energy (spin up / spin down), eV: 0.237 / -2.450
<S²>: 0.7542
Orbital gap (spin up / spin down), Eh: 0.30015 / 0.20140
Total energy, eV: -74334.3262
Strongest force on any atom, eV/A: 4.71
HOMO (spin up / spin down), Ha: -0.29142 / -0.29143

XYZ file:
```
135
C32H84F3N2O14 | the Open Molecules 2025 dataset | ωB97M-V with the def2-TZVPD basis set
C 1.692 1.077 -0.842
O 0.848 0.202 -1.444
O 2.301 1.989 -1.813
C 1.119 1.810 0.403
F -0.015 2.460 0.187
F 0.853 1.043 1.445
F 2.007 2.726 0.854
C 0.779 -1.190 -1.053
C -0.530 -1.682 -1.680
H -1.411 -1.080 -1.454
H -0.571 -1.693 -2.769
H -0.732 -2.747 -1.569
H 0.629 -1.246 0.025
H 1.695 -1.757 -1.223
H 2.560 0.512 -0.502
C -2.903 1.080 -0.173
C -2.754 2.138 -1.268
O -2.871 1.515 -2.479
H -1.989 0.487 -0.129
H -3.627 0.282 -0.339
H -3.014 1.454 0.845
H -1.925 2.838 -1.164
H -3.609 2.811 -1.202
H -3.731 1.094 -2.538
C 4.954 0.061 3.074
C 4.461 0.319 1.733
O 4.522 -0.821 0.910
H 5.336 0.972 3.535
H 5.892 -0.481 2.950
H 4.284 -0.457 3.760
H 4.926 1.213 1.315
H 3.411 0.598 1.812
H 4.362 -0.472 0.031
C 6.198 -2.680 -1.241
C 4.978 -2.143 -1.930
O 5.016 -0.746 -2.064
H 6.443 -1.999 -0.426
H 6.961 -2.664 -2.019
H 6.119 -3.664 -0.779
H 4.012 -2.504 -1.578
H 4.945 -2.493 -2.961
H 5.918 -0.453 -2.213
C 3.741 6.932 2.004
C 3.713 5.896 0.904
O 4.040 6.566 -0.326
H 4.636 7.549 2.075
H 3.710 6.442 2.977
H 2.874 7.587 2.092
H 2.753 5.382 0.868
H 4.413 5.128 1.233
H 3.342 7.211 -0.463
C 1.633 3.591 4.189
C 2.531 3.720 5.452
O 3.648 4.556 5.182
H 1.632 2.650 3.639
H 1.859 4.316 3.408
H 0.588 3.776 4.440
H 2.940 2.786 5.837
H 2.160 4.215 6.350
H 3.299 5.398 5.481
C -2.132 -4.184 -4.531
C -2.117 -3.650 -5.962
C -3.309 -4.344 -6.772
C -4.757 -3.849 -6.588
C -4.831 -2.300 -6.723
C -3.769 -1.615 -5.803
N -2.353 -2.204 -6.038
O -1.339 -1.411 -5.478
C -3.826 -0.199 -6.302
C -4.121 -1.654 -4.407
C -0.826 -4.112 -6.698
H -3.100 -4.100 -4.038
H -1.439 -3.676 -3.859
H -1.917 -5.252 -4.556
H -2.994 -3.976 -7.749
H -3.281 -5.423 -6.617
H -5.087 -4.037 -5.566
H -5.265 -4.477 -7.320
H -5.864 -1.964 -6.639
H -4.602 -2.123 -7.773
H -3.228 0.413 -5.627
H -3.357 -0.107 -7.282
H -4.797 0.247 -6.516
H -4.635 -0.758 -4.061
H -4.928 -2.358 -4.206
H -3.313 -1.772 -3.684
H 0.128 -4.068 -6.173
H -0.728 -3.682 -7.694
H -0.922 -5.150 -7.016
H -1.606 -1.450 -4.557
C 0.308 -0.120 5.269
C -1.195 -0.148 5.114
C -1.442 -0.552 3.643
C -2.926 -0.774 3.317
C -3.461 -1.863 4.256
C -3.151 -1.679 5.801
N -1.795 -1.043 5.980
O -1.399 -1.019 7.290
C -4.238 -0.722 6.350
C -3.219 -3.055 6.401
C -1.750 1.270 5.293
H 0.738 -1.115 5.385
H 0.678 0.396 6.155
H 0.833 0.405 4.471
H -1.140 0.248 2.967
H -0.920 -1.439 3.285
H -3.004 -1.083 2.274
H -3.610 0.073 3.280
H -3.149 -2.831 3.864
H -4.549 -1.835 4.198
H -5.199 -1.236 6.385
H -4.096 -0.446 7.395
H -4.415 0.155 5.728
H -2.381 -3.637 6.017
H -3.093 -3.052 7.484
H -4.099 -3.647 6.153
H -1.244 1.868 4.535
H -1.513 1.749 6.243
H -2.823 1.293 5.100
H -0.748 -1.719 7.386
O 2.248 -0.186 -3.776
H 1.963 -1.096 -3.854
H 1.511 0.262 -3.362
O 5.159 2.784 -0.763
H 5.828 3.468 -0.780
H 4.474 3.132 -0.192
O 2.371 -2.155 1.657
H 3.322 -2.050 1.625
H 2.236 -3.097 1.760
O -0.371 2.067 -3.418
H 0.348 1.791 -2.850
H -1.163 1.851 -2.925
O 1.053 4.575 -1.205
H 0.409 3.957 -0.859
H 1.876 4.087 -1.210
```

Löwdin population analysis, charges in e, atoms 1 to 2: -0.28 -0.12